[1]
62
Properties=species:S:1:pos:R:3:forces:R:3 method="wB97M-V/def2-TZVPD" total_energy_ha=-3382.991281 lumo_ev=-1.348 de_lowest_kcal_mol=0.0 homo_lumo_gap_ev=6.48 molar_mass_g_mol=675.0 e_homo_ev=-7.83
Pd 0.0456 -1.1681 -0.0687 0.328 -0.079 -0.257
C 3.2881 -1.7394 -0.6298 -0.078 -0.044 -0.007
P 2.0818 -0.3815 -0.5970 0.049 0.066 0.051
C 2.2687 0.4207 -2.1930 -0.066 -0.056 -0.004
C 2.6413 0.7630 0.6881 -0.195 -0.087 0.159
C 3.6257 1.7203 0.5025 0.068 -0.064 -0.041
C 3.9755 2.5422 1.5656 -0.086 0.049 0.067
C 3.3673 2.3933 2.8061 0.057 0.090 -0.107
C 2.3662 1.4498 2.9927 0.046 -0.056 -0.091
C 1.9930 0.6431 1.9247 0.098 0.046 -0.055
P 0.6455 -0.5420 1.9893 -0.188 -0.176 0.228
C -0.6705 0.1242 3.0408 0.100 0.083 0.055
C 1.2153 -1.9892 2.9375 0.009 0.143 0.025
H 4.2830 -1.3546 -0.8554 -0.003 0.030 0.011
H 2.9888 -2.4540 -1.3979 0.021 0.011 -0.005
H 3.3054 -2.2530 0.3301 0.021 0.017 0.009
H 3.3276 0.5665 -2.4081 0.002 0.054 0.007
H 1.7675 1.3850 -2.1784 0.065 0.036 0.012
H 1.8179 -0.2073 -2.9624 0.024 -0.015 0.004
H 4.0648 1.9039 -0.4695 -0.009 0.004 0.006
H 4.6885 3.3360 1.3983 -0.002 0.014 0.017
H 3.6462 3.0547 3.6152 -0.022 -0.010 0.026
H 1.8674 1.3649 3.9510 0.005 0.026 -0.004
H -0.9780 1.1089 2.6992 0.000 -0.009 -0.012
H -0.3103 0.2024 4.0682 -0.013 -0.004 0.000
H -1.5298 -0.5450 3.0163 0.005 -0.033 0.005
H 1.5524 -1.6690 3.9252 -0.011 -0.012 0.000
H 2.0402 -2.4804 2.4256 0.002 0.005 -0.036
H 0.3921 -2.6956 3.0454 -0.030 0.002 -0.016
O -2.9871 -2.9420 2.3088 0.013 0.048 -0.007
S -3.1590 -2.1968 1.0992 -0.203 0.098 0.004
O -3.6321 -0.8417 1.1792 0.026 -0.103 0.087
N -1.7679 -2.2137 0.2162 0.249 0.080 0.055
C -1.9197 -2.6943 -0.9974 0.114 0.051 -0.112
S -0.6110 -2.4603 -2.0566 -0.296 -0.134 0.069
C -3.2577 -3.2822 -1.2341 0.101 0.013 -0.106
C -3.7400 -3.9323 -2.3550 -0.048 -0.014 0.016
C -5.0504 -4.3968 -2.3234 0.060 0.028 0.010
C -5.8489 -4.2071 -1.2000 -0.058 -0.022 -0.005
C -5.3670 -3.5469 -0.0742 0.062 0.020 -0.006
C -4.0654 -3.0971 -0.1222 -0.108 -0.065 -0.046
H -3.1098 -4.0733 -3.2234 0.003 0.004 0.004
H -5.4551 -4.9125 -3.1835 -0.006 0.000 0.005
H -6.8657 -4.5770 -1.2003 0.009 -0.002 -0.011
H -5.9868 -3.3933 0.7988 0.003 -0.001 -0.006
N -1.9274 0.6957 -1.2633 -0.124 0.140 -0.121
C -1.0770 1.8213 -1.2541 0.117 -0.041 0.043
C -0.6389 2.3333 -0.0381 0.031 0.014 -0.150
C 0.3848 3.2684 0.0011 0.095 -0.036 0.255
C 0.9730 3.7157 -1.1653 -0.257 -0.044 -0.395
C 0.4453 3.3048 -2.3889 -0.048 0.024 0.094
C -0.5678 2.3588 -2.4373 -0.026 0.028 0.094
S 2.4683 4.6833 -1.1547 0.465 -0.107 0.178
O 3.4387 3.7412 -1.7315 -0.104 0.006 0.117
O 2.2111 5.8295 -1.9929 -0.102 0.133 -0.043
O 2.7116 4.9653 0.2572 -0.038 -0.047 -0.183
H -2.6574 0.7188 -0.5610 0.003 -0.029 -0.036
H -2.3072 0.5200 -2.1830 -0.135 -0.067 0.058
H -1.0993 1.9695 0.8699 0.004 -0.010 0.080
H 0.7768 3.6300 0.9448 -0.016 0.012 -0.003
H 0.8679 3.7019 -3.3043 0.009 0.001 0.029
H -0.9460 2.0101 -3.3923 0.009 -0.012 -0.011

[2]
57
Properties=species:S:1:pos:R:3:forces:R:3 method="wB97M-V/def2-TZVPD" total_energy_ha=-1452.958414 smiles="COc1cccc(/C=C/C(=O)OCC(=O)Nc2ccc(N3CCOCC3)cc2)c1OC" lumo_ev=-0.055 de_lowest_kcal_mol=101.2 homo_lumo_gap_ev=7.27 molar_mass_g_mol=426.5 e_homo_ev=-7.32
C 0.4873 7.1740 2.1928 -0.003 0.197 0.140
O 0.4343 6.0050 1.4131 0.094 -0.311 -0.427
C 1.3014 5.8728 0.3595 -0.101 -0.027 0.091
C 2.2133 6.8560 0.0041 -0.073 -0.048 0.069
C 3.0450 6.6917 -1.0928 0.013 0.024 -0.007
C 2.9637 5.5466 -1.8471 -0.122 -0.067 0.062
C 2.0533 4.5332 -1.5251 -0.148 0.439 0.527
C 2.0315 3.3678 -2.3830 -0.311 -0.667 -0.301
C 1.0618 2.4535 -2.5262 0.122 0.333 0.167
C 1.2348 1.3458 -3.4667 0.526 -0.068 -0.338
O 2.2119 1.1183 -4.1361 -0.173 0.020 0.080
O 0.1205 0.5707 -3.4893 -0.274 0.061 0.165
C 0.1298 -0.5743 -4.3262 0.269 -0.413 -0.536
C -0.2632 -1.8560 -3.5818 0.099 0.602 -0.014
O -0.3225 -2.9130 -4.1709 -0.001 -0.128 -0.178
N -0.5199 -1.6510 -2.2723 0.028 0.498 0.258
C -0.9126 -2.5701 -1.2919 -0.109 -0.279 0.252
C -1.1059 -3.9236 -1.5511 0.086 0.042 -0.127
C -1.4976 -4.7743 -0.5409 0.034 0.060 0.224
C -1.7013 -4.3239 0.7699 0.026 0.245 -0.330
N -2.1568 -5.2088 1.7393 -0.312 -0.214 0.221
C -2.5552 -4.7397 3.0502 0.249 0.065 0.240
C -1.3651 -4.7238 4.0184 -0.286 0.199 -0.074
O -0.7894 -6.0091 4.1138 -0.050 -0.071 0.104
C -0.3817 -6.4783 2.8475 -0.069 -0.187 -0.341
C -1.5555 -6.5239 1.8575 0.378 -0.102 0.242
C -1.5076 -2.9603 1.0128 -0.036 -0.164 0.124
C -1.1253 -2.1034 0.0001 0.048 -0.052 -0.314
C 1.2250 4.6825 -0.3947 0.227 0.037 -0.049
O 0.3866 3.6494 -0.1129 0.054 0.436 -0.328
C -0.0194 3.3865 1.2146 -0.249 -0.217 0.445
H 0.2554 8.0650 1.6010 0.029 -0.031 0.022
H -0.2757 7.0446 2.9592 0.068 0.068 -0.031
H 1.4632 7.2964 2.6733 -0.032 0.005 -0.036
H 2.2786 7.7664 0.5769 -0.036 0.063 0.091
H 3.7481 7.4692 -1.3479 0.061 0.063 -0.033
H 3.5991 5.4174 -2.7094 0.078 -0.048 -0.091
H 2.9078 3.2446 -3.0101 0.025 -0.037 -0.058
H 0.1284 2.4922 -1.9927 -0.010 0.032 0.065
H 1.1299 -0.7068 -4.7571 -0.268 -0.060 0.101
H -0.5809 -0.4229 -5.1456 0.081 -0.040 0.154
H -0.4364 -0.6917 -1.9567 0.002 -0.209 -0.178
H -0.9577 -4.2990 -2.5495 -0.002 -0.017 -0.042
H -1.6708 -5.8105 -0.7852 -0.041 -0.088 -0.020
H -3.3006 -5.4471 3.4321 0.019 0.106 0.034
H -3.0211 -3.7583 2.9781 -0.038 -0.016 0.023
H -0.6083 -4.0035 3.6706 -0.058 -0.031 0.053
H -1.6821 -4.4574 5.0282 0.013 0.069 -0.063
H 0.0281 -7.4760 3.0124 0.030 0.042 -0.076
H 0.4056 -5.8232 2.4407 -0.042 -0.073 0.025
H -1.1989 -6.8772 0.8929 -0.053 -0.040 0.024
H -2.3174 -7.2158 2.2323 0.079 -0.035 -0.064
H -1.6447 -2.5482 2.0002 -0.002 -0.005 0.082
H -0.9810 -1.0542 0.2205 0.016 0.106 0.025
H -0.3709 2.3541 1.2065 0.044 0.047 0.025
H -0.8315 4.0442 1.5291 0.119 -0.110 -0.038
H 0.8129 3.4779 1.9153 -0.020 0.001 -0.043